(1)
DFT (ωB97M-V/def2-TZVPD) results for an isolated molecule of CH5NO2S at a distorted geometry.

Summary:
- <S²>: 2.01
- Energy above the lowest of the compared OMol25 structures with the same formula, charge and spin: 198.58 kJ/mol
- Energy: -17532.25493 eV
- HOMO-LUMO gap (alpha / beta): 5.776 / 7.352 eV

Structure (ORCA input):
```
! RIJCOSX wB97M-V def2-TZVPD def2/J DEFGRID3
* xyz 0 3
S -1.6001 0.1493 -0.4047
O -2.0527 1.2929 0.3603
O -1.4330 -1.1548 0.6457
N 1.3044 0.3998 0.3126
C 0.2152 0.3243 -0.8203
H -2.4448 -1.4144 0.7165
H 1.2301 -0.4511 0.9690
H 0.5624 -0.5704 -1.4491
H 1.1572 1.1913 0.8376
H 0.4901 1.2130 -1.3666
*
```



(2)
DFT (ωB97M-V/def2-TZVPD) results for C16H33ClO7S as an isolated structure.

Summary:
- Energy above the lowest of the compared OMol25 structures with the same formula, charge and spin: 375.61 kJ/mol
- Energy: -54813.42302 eV
- HOMO-LUMO gap: 9.906 eV

Structure (ORCA input):
```
! RIJCOSX wB97M-V def2-TZVPD def2/J DEFGRID3
* xyz 0 1
Cl 0.9211 0.4512 1.5255
S 0.7299 -1.8775 2.9857
O 1.9584 2.4905 4.5611
O 0.5057 -2.6369 1.5728
O -0.2109 -2.4734 3.8906
O 0.9464 -5.1303 -1.7039
O -0.0328 -0.4480 2.5992
O 2.0209 2.6755 0.4214
O -3.7193 -2.5395 -4.3962
C 0.4615 2.8293 6.3536
C -0.2189 -5.7415 -1.1414
C 1.2865 3.7018 -0.2458
C 0.5635 2.6156 4.8493
C 0.5654 -4.0133 -2.5083
C -0.9446 -4.1033 -2.6808
C -3.0204 -2.9562 -5.5686
C -3.2473 -1.8693 -6.6113
C 1.7606 3.5788 6.6456
C -4.1191 -1.1743 -4.5280
C 3.0840 4.7240 0.9026
C 1.6481 5.0020 0.4609
C 3.0051 3.2539 1.2910
C 2.7299 2.8858 5.6961
C -1.3605 -4.7609 -1.3674
C -3.3628 -0.6256 -5.7313
H -1.1945 -4.7516 -3.5238
H -0.0306 -5.9423 -0.0861
H 0.4532 1.8688 6.8724
H 3.9453 2.7194 1.1480
H 0.8448 -3.0868 -1.9924
H 3.1697 1.9963 6.1594
H 2.6850 3.1244 2.3280
H -3.8826 0.2026 -6.2106
H 0.2233 3.4631 -0.1870
H -1.3855 -4.0196 -0.5659
H 2.0773 3.5161 7.6857
H 1.3213 -2.6037 1.0550
H -2.3334 -5.2474 -1.4134
H 1.6577 4.6334 6.3815
H -1.4130 -3.1346 -2.8488
H -2.3709 -0.2808 -5.4318
H -3.8874 -0.6528 -3.5986
H 1.5495 5.8713 -0.1877
H -1.9553 -3.0577 -5.3320
H -3.3994 -3.9323 -5.8743
H 3.7710 4.8650 0.0654
H 0.1614 3.4738 4.2988
H 1.5793 3.7260 -1.3008
H 3.5402 3.5343 5.3586
H -5.2017 -1.1310 -4.6880
H 1.1132 -4.0579 -3.4509
H 3.4148 5.3539 1.7273
H -0.4343 3.3792 6.6380
H 0.0530 1.7156 4.5051
H -4.1833 -2.0437 -7.1457
H -0.4050 -6.6940 -1.6492
H -2.4412 -1.8149 -7.3415
H 1.0076 5.1492 1.3329
*
```



(3)
DFT (ωB97M-V/def2-TZVPD) results for C2H2ClNS as an isolated structure at a distorted geometry.

Summary:
- Energy above the lowest of the compared OMol25 structures with the same formula, charge and spin: 427.97 kJ/mol
- Energy: -26948.41610 eV
- HOMO-LUMO gap: 8.891 eV

Structure (ORCA input):
```
! RIJCOSX wB97M-V def2-TZVPD def2/J DEFGRID3
* xyz 0 1
Cl 2.9883 -0.3613 0.5898
S -2.4579 -0.9486 0.3105
N -1.3308 -0.7520 -0.9492
C -1.6060 0.5546 0.1044
C -0.4841 0.1652 -0.3912
H 2.5433 0.6991 1.2876
H 0.3471 0.6430 -0.9520
*
```



(4)
DFT (ωB97M-V/def2-TZVPD) results for C19H31BO2S2ScSi as an isolated structure at a distorted geometry.

Summary:
- Energy above the lowest of the compared OMol25 structures with the same formula, charge and spin: 77.18 kJ/mol
- Energy: -75229.72539 eV
- HOMO-LUMO gap: 6.981 eV

Structure (ORCA input):
```
! RIJCOSX wB97M-V def2-TZVPD def2/J DEFGRID3
* xyz -1 1
Sc 9.3789 -13.7216 1.4277
S 9.6290 -14.1278 3.6917
S 7.2465 -14.8068 1.3717
Si 9.3094 -10.8635 1.4857
O 12.3792 -15.1448 0.5450
O 11.0168 -15.7924 -1.1513
C 12.2467 -16.4301 -1.3219
C 8.6032 -17.2036 1.2111
C 7.6772 -10.1378 2.1089
C 14.0212 -17.6944 -2.2255
C 8.4349 -15.9658 1.9674
C 10.0099 -10.1411 -0.1242
C 14.3561 -16.4648 -0.1531
C 10.6135 -16.5742 3.2362
C 14.8346 -17.2302 -1.2034
C 6.4908 -10.7358 1.4040
C 11.3266 -10.7416 -0.5348
C 12.7364 -17.2469 -2.3423
C 7.5636 -8.6252 2.2957
C 10.2543 -8.6058 0.0937
C 7.5516 -10.7817 3.4645
C 8.9076 -10.2476 -1.2604
C 10.5387 -10.2571 2.9345
C 13.0690 -15.9697 -0.2936
C 9.3684 -15.6922 2.9500
B 11.0171 -14.9580 -0.0271
H 10.6096 -8.1475 -0.8072
H 8.1713 -10.3229 4.2282
H 11.5878 -10.1744 2.5765
H 11.3316 -16.5254 2.4369
H 11.6744 -10.0923 -1.2758
H 15.8598 -17.5796 -1.2122
H 8.7249 -17.0143 0.1353
H 12.0849 -17.6611 -3.0786
H 7.7114 -17.7959 1.1577
H 5.6450 -10.4844 2.0402
H 11.1568 -16.2829 4.1122
H 11.9813 -10.7479 0.3739
H 14.4540 -18.3752 -3.0079
H 8.4376 -8.2333 2.8296
H 6.6433 -8.3296 2.7723
H 9.2712 -8.1749 0.3241
H 10.3738 -17.6230 3.2972
H 6.5188 -10.7446 3.8625
H 6.4645 -11.7939 1.4450
H 11.0043 -8.4492 0.9396
H 9.4562 -17.7409 1.5184
H 10.2588 -9.3563 3.4695
H 7.9158 -11.8449 3.3885
H 10.5627 -11.1190 3.5737
H 9.3282 -9.7031 -2.1529
H 14.9310 -16.2745 0.7105
H 8.7018 -11.2672 -1.5562
H 7.6662 -8.0985 1.3385
H 11.2646 -11.7467 -0.9379
H 6.2772 -10.5059 0.3113
H 8.0091 -9.8010 -0.9359
*
```



(5)
DFT (ωB97M-V/def2-TZVPD) results for an isolated ion of composition C6H8O6P and charge -1 at a distorted geometry.

Summary:
- Energy above the lowest of the compared OMol25 structures with the same formula, charge and spin: 409.75 kJ/mol
- Energy: -27922.27544 eV
- HOMO-LUMO gap: 6.553 eV

Structure (ORCA input):
```
! RIJCOSX wB97M-V def2-TZVPD def2/J DEFGRID3
* xyz -1 1
P -1.3638 -0.1651 -1.2492
O 0.6572 -3.0441 2.0822
O 2.0280 -1.8587 0.2171
O 0.0274 4.0689 -0.8579
O 0.7897 0.6829 0.1757
O -2.5749 2.6971 -1.8228
O 1.4686 2.6656 0.6854
C 0.5915 1.9756 0.1036
C -0.3783 2.7490 -0.6819
C -1.5848 2.5689 -1.2351
C 0.6512 -1.7219 -0.0790
C 0.2805 -0.4543 -0.7179
C -0.1232 -2.0198 1.3226
H 0.2407 -2.4272 -0.8018
H -2.2267 -0.7374 -0.3105
H -0.0927 -1.1183 1.9379
H -1.1726 -2.3300 1.2272
H 2.2820 -1.0112 0.6440
H 0.6051 4.2519 -0.0456
H 1.2852 -3.4513 1.4457
H -1.3902 -1.3205 -2.0396
*
```



(6)
DFT (ωB97M-V/def2-TZVPD) results for C40H37AsGeN2RuSSe4 as an isolated structure at a distorted geometry.

Summary:
- <S²>: 0.94
- Energy: -437220.33932 eV
- HOMO-LUMO gap (alpha / beta): 5.529 / 5.482 eV

Structure (ORCA input):
```
! RIJCOSX wB97M-V def2-TZVPD def2/J DEFGRID3
* xyz -1 2
Ru 0.1488 -0.2007 -0.2450
Se -0.2382 -3.2793 1.8310
Se -0.1227 0.3152 2.3158
Se -1.2131 -2.1851 0.0436
Se -0.5514 -1.6591 3.5235
As 2.6036 -0.0717 0.4167
Ge 1.2561 -1.1042 -3.5559
S -1.2530 1.8696 -0.1819
N -2.1604 1.9006 -2.6854
N -0.1713 2.9892 -2.3350
C 3.8573 -0.8696 4.8719
C 5.3456 1.2769 -4.1124
C 3.4486 -1.9647 4.1235
C 2.0316 -3.7794 -4.4619
C 5.5359 -0.1115 0.2112
C 3.2907 4.1367 0.6677
C -1.1898 2.2663 -1.8375
C -0.9056 -1.6749 -5.4320
C 3.8864 -0.5210 -4.7681
C 3.0507 -0.5355 2.2500
C -3.2287 0.9915 -2.2884
C 2.3333 -5.1280 -4.3291
C 3.0520 1.7579 0.9192
C 2.2346 -5.7388 -3.0851
C 4.4021 1.6979 -3.1864
C 0.6309 -0.0391 -6.2595
C 3.6457 4.2386 2.0076
C 3.8612 0.4015 4.3133
C 0.1469 3.0600 -3.7452
C 3.4622 0.5733 2.9944
C 6.8185 -1.4963 -1.2815
C 3.0391 -1.8005 2.8063
C 3.7089 3.1064 2.8048
C -0.1423 0.1122 -7.4060
C 0.2641 -0.9316 -5.2536
C 1.5281 -3.6496 -2.1209
C 2.9905 2.8935 0.1280
C 5.6447 -2.0225 -1.7954
C 6.7615 -0.5399 -0.2740
C 1.8276 -4.9994 -1.9839
C 0.1698 -0.3441 -2.1572
C 4.3514 -0.6278 -0.3105
C 2.9328 -0.1181 -3.8342
C 4.4173 -1.5869 -1.3091
C 3.2048 1.0058 -3.0610
C 1.6366 -3.0197 -3.3594
C 5.0822 0.1696 -4.9096
C -1.3021 -0.6328 -7.5641
C -1.6829 -1.5294 -6.5729
C 3.4181 1.8561 2.2660
H 3.2402 5.0253 0.0502
H 3.9778 3.2002 3.8499
H 4.6100 2.5473 -2.5452
H -1.2146 -2.3800 -4.6656
H 0.1643 0.8098 -8.1768
H 1.7342 -5.4682 -1.0117
H -0.6557 3.5478 -4.3037
H -3.8173 1.4327 -1.4884
H 5.5025 0.6307 0.9997
H 2.0905 -3.3194 -5.4443
H 4.1705 1.2507 4.9114
H 7.7772 -1.8304 -1.6599
H 5.6725 -2.7712 -2.5785
H 3.7080 -1.3989 -5.3818
H 3.4238 -2.9490 4.5747
H 0.3330 2.0656 -4.1686
H 1.1938 -3.0858 -1.2585
H 3.8683 5.2092 2.4339
H 1.0485 3.6548 -3.8701
H -0.7751 -0.0780 -2.6521
H 0.5717 3.1176 -1.6683
H 5.8181 -0.1658 -5.6313
H 6.2879 1.8026 -4.2058
H 2.4680 -6.7916 -2.9780
H 1.5387 0.5468 -6.1511
H 2.7103 2.8167 -0.9167
H -1.9540 1.9427 -3.6714
H -2.8267 0.0427 -1.9277
H 3.5109 -2.0124 -1.7137
H -1.9054 -0.5192 -8.4567
H -2.5858 -2.1173 -6.6900
H 2.6837 -2.6478 2.2330
H -3.8621 0.8218 -3.1574
H 2.6391 -5.7030 -5.1956
H 2.4696 1.3092 -2.3216
H 4.1626 -1.0044 5.9026
H 7.6758 -0.1286 0.1374
*
```